Molecular formula: H50O25
Method: DFT, ωB97M-V with the def2-TZVPD basis set

Last column: Löwdin charge in e.
Element x y z (Å)
O  1.271  0.010  4.350  -0.021
H  0.830  0.055  5.199  0.055
H  1.746  0.839  4.283  0.007
O  -4.753  0.090  0.709  -0.049
H  -5.056  -0.638  1.253  0.053
H  -4.045  0.488  1.215  -0.002
O  0.603  0.102  -4.687  -0.029
H  0.626  -0.680  -5.239  0.053
H  1.436  0.541  -4.859  0.028
O  -0.679  -3.440  0.612  -0.038
H  -0.725  -3.711  -0.305  -0.002
H  -1.313  -4.000  1.060  0.050
O  2.688  2.324  -1.577  -0.036
H  2.450  2.126  -0.671  0.005
H  3.645  2.339  -1.577  0.048
O  -4.791  -0.280  -3.038  -0.050
H  -3.902  -0.095  -2.736  0.001
H  -5.351  0.264  -2.484  0.028
O  2.050  -3.843  0.640  -0.056
H  1.101  -3.752  0.728  -0.008
H  2.214  -3.753  -0.299  0.002
O  0.053  1.290  -2.264  -0.033
H  0.312  0.807  -3.049  0.000
H  0.811  1.837  -2.058  0.013
O  2.214  -4.129  -2.055  -0.024
H  3.095  -4.272  -2.403  0.061
H  1.748  -3.678  -2.759  0.049
O  1.478  1.946  0.967  -0.040
H  1.695  1.912  1.899  0.012
H  1.270  1.041  0.736  0.006
O  -1.381  -3.621  3.706  -0.024
H  -2.008  -3.007  3.323  0.063
H  -1.925  -4.283  4.133  0.070
O  -3.253  2.167  1.307  -0.027
H  -2.981  2.485  2.168  0.066
H  -3.977  2.742  1.058  0.086
O  3.258  -6.252  1.297  -0.074
H  3.681  -6.043  2.130  0.029
H  2.786  -5.454  1.060  -0.037
O  -2.527  0.425  -0.925  -0.050
H  -3.374  0.172  -0.556  -0.017
H  -2.025  0.745  -0.175  0.017
O  0.528  -0.469  0.053  -0.035
H  0.210  -1.368  -0.027  0.021
H  0.183  -0.022  -0.720  0.000
O  -0.688  4.224  2.918  -0.037
H  -0.134  3.444  2.891  -0.003
H  -1.367  4.014  3.559  0.027
O  3.598  1.468  -4.250  -0.030
H  3.759  1.779  -3.359  -0.002
H  4.467  1.259  -4.592  0.040
O  0.340  4.770  -2.985  -0.043
H  0.782  4.450  -2.199  -0.003
H  0.109  5.675  -2.779  0.051
O  -1.272  -3.954  -2.024  -0.022
H  -1.600  -3.059  -2.108  0.057
H  -1.988  -4.503  -2.345  0.064
O  2.226  -2.303  3.131  -0.056
H  2.087  -2.331  2.184  -0.010
H  1.749  -1.526  3.420  -0.033
O  0.715  -5.020  3.463  -0.060
H  0.484  -5.388  2.610  0.016
H  -0.020  -4.448  3.684  -0.057
O  -2.041  3.371  -3.482  -0.066
H  -1.362  2.702  -3.565  0.008
H  -1.594  4.119  -3.084  -0.005
O  1.891  2.741  3.626  -0.037
H  1.613  2.741  4.542  0.063
H  2.305  3.595  3.501  0.082
O  -1.661  3.420  -0.693  -0.044
H  -2.303  3.227  -0.010  0.005
H  -1.858  2.795  -1.391  0.010
O  0.803  4.574  -0.172  -0.064
H  1.119  3.953  0.484  -0.004
H  -0.071  4.258  -0.400  -0.019

E_LUMO, Eh: -0.02603
M, g/mol: 450.38
DFT total energy, Eh: -1910.98792
Orbital gap, eV: 8.78

=====

Molecular formula: H5N2OP
Method: DFT, ωB97M-V with the def2-TZVPD basis set

Last column: Löwdin charge in e.
Element x y z (Å)
N  1.201  -0.278  -0.539  -0.122
P  -0.008  -0.117  0.525  0.591
N  -1.140  0.734  -0.424  -0.117
O  -0.698  -1.651  0.945  -0.526
H  1.859  -1.001  -0.360  0.050
H  1.787  0.515  -0.729  0.056
H  0.375  0.829  1.546  0.026
H  -1.969  1.045  -0.019  0.016
H  -1.408  -0.077  -0.945  0.025

Structure (SMILES): N[PH](N)=O
E_LUMO, Eh: 0.03226
M, g/mol: 80.03
DFT total energy, Eh: -529.10327
Orbital gap, eV: 10.30

=====

Molecular formula: H5N2OP
Method: DFT, ωB97M-V with the def2-TZVPD basis set

Last column: Löwdin charge in e.
Element x y z (Å)
N  0.273  -1.340  -0.436  -0.173
P  -0.634  0.010  0.382  0.512
N  0.263  1.388  -0.242  -0.125
O  -2.087  -0.085  0.214  -0.377
H  1.400  -1.226  -0.296  0.096
H  -0.025  -2.259  -0.099  0.009
H  -0.166  0.220  1.769  0.030
H  -0.258  1.859  -0.951  0.023
H  1.234  1.433  -0.339  0.005

Structure (SMILES): N[PH](N)=O
E_LUMO, Eh: 0.02860
M, g/mol: 80.03
DFT total energy, Eh: -529.13166
Orbital gap, eV: 11.17

=====

Molecular formula: H5N2OP
Method: DFT, ωB97M-V with the def2-TZVPD basis set

Last column: Löwdin charge in e.
Element x y z (Å)
N  -2.295  -0.720  -0.986  -0.021
N  0.586  -0.499  -0.642  -0.063
O  -2.489  -0.102  0.208  -0.677
P  -1.904  1.363  0.467  0.769
H  1.583  -0.200  -0.831  0.021
H  -2.794  -1.578  -1.131  0.027
H  0.368  -0.962  -1.661  0.081
H  0.754  -1.260  -0.012  -0.021
H  -2.093  1.285  1.988  -0.116

E_LUMO (spin up / spin down), Eh: -0.01174 / -0.00073
M, g/mol: 80.03
DFT total energy, Eh: -528.92908
Orbital gap (spin up / spin down), eV: 9.00 / 7.81

=====

Molecular formula: H5N2P
Method: DFT, ωB97M-V with the def2-TZVPD basis set

Last column: Löwdin charge in e.
Element x y z (Å)
N  1.551  -0.299  0.108  -0.154
N  0.406  0.535  0.401  -0.505
P  -1.094  0.104  0.054  0.689
H  1.881  -0.040  -0.855  0.065
H  2.287  -0.201  0.787  0.034
H  -1.674  -1.076  0.685  -0.046
H  -1.280  -0.191  -1.313  -0.064
H  -2.078  1.168  0.134  -0.019

Structure (SMILES): NN=[PH3]
E_LUMO, Eh: 0.03423
M, g/mol: 64.03
DFT total energy, Eh: -453.73934
Orbital gap, eV: 8.58

=====

Molecular formula: H5N3
Method: DFT, ωB97M-V with the def2-TZVPD basis set

Last column: Löwdin charge in e.
Element x y z (Å)
N  0.199  -1.183  0.196  -0.029
N  -0.713  0.712  -0.669  -0.071
N  0.422  -0.082  -0.439  -0.272
H  -0.388  -1.069  0.967  0.065
H  0.999  -1.759  0.256  0.090
H  -0.394  1.536  -1.148  0.057
H  -1.516  0.740  0.122  0.142
H  1.392  1.105  0.714  0.019

E_LUMO (spin up / spin down), Eh: 0.01698 / 0.03487
M, g/mol: 47.06
DFT total energy, Eh: -167.05736
Orbital gap (spin up / spin down), eV: 7.56 / 9.14

=====

Molecular formula: H5N3
Method: DFT, ωB97M-V with the def2-TZVPD basis set

Last column: Löwdin charge in e.
Element x y z (Å)
H  -1.152  -2.024  -0.487  0.023
N  -0.601  -1.847  -1.302  -0.026
N  0.501  -1.414  -0.939  -0.036
H  0.475  -1.313  0.112  0.042
N  -0.052  1.838  0.667  0.000
H  0.286  1.768  -0.276  -0.008
H  0.780  2.102  1.214  0.016
H  -0.236  0.889  1.011  -0.012

Structure (SMILES): [H]/N=N\[H].N
E_LUMO, Eh: 0.02257
M, g/mol: 47.06
DFT total energy, Eh: -167.18820
Orbital gap, eV: 10.63

=====

Molecular formula: H5N4P
Method: DFT, ωB97M-V with the def2-TZVPD basis set

Last column: Löwdin charge in e.
Element x y z (Å)
H  1.398  -1.802  2.228  0.066
N  1.223  -0.790  1.909  -0.105
N  0.088  -0.629  1.496  -0.249
P  0.059  0.929  0.340  0.668
N  1.144  0.275  -0.704  -0.255
N  -1.439  0.584  -0.463  -0.238
H  0.818  0.524  -1.665  0.048
H  2.095  0.594  -0.567  0.020
H  -1.841  1.504  -0.638  -0.004
H  -2.064  -0.175  -0.089  0.049

Structure (SMILES): [H]/N=N/P(N)N
E_LUMO, Eh: 0.03838
M, g/mol: 92.04
DFT total energy, Eh: -563.32805
Orbital gap, eV: 8.86

=====

Molecular formula: H5NO
Method: DFT, ωB97M-V with the def2-TZVPD basis set

Last column: Löwdin charge in e.
Element x y z (Å)
N  0.000  0.000  0.000  -0.005
H  -0.377  0.718  0.627  0.006
H  -0.179  0.317  -0.958  -0.025
H  1.017  -0.003  0.128  0.003
O  -0.059  1.430  -3.056  -0.086
H  -0.387  1.347  -3.980  0.054
H  0.875  1.725  -3.150  0.054

Structure (SMILES): N.O
E_LUMO, Eh: 0.02782
M, g/mol: 35.05
DFT total energy, Eh: -132.98589
Orbital gap, eV: 10.49

=====

Molecular formula: H5NO2P2
Method: DFT, ωB97M-V with the def2-TZVPD basis set

Last column: Löwdin charge in e.
Element x y z (Å)
N  0.027  -1.480  0.761  -0.146
P  -0.911  -0.346  -0.422  0.762
O  -0.738  -1.124  -1.830  -0.295
O  0.426  0.647  -0.758  -0.830
P  0.824  2.123  -0.018  0.749
H  0.225  -0.882  1.453  -0.090
H  -0.768  -2.067  1.100  0.022
H  0.138  -0.836  -2.100  0.036
H  1.298  1.624  1.373  -0.080
H  -0.519  2.340  0.441  -0.129

Structure (SMILES): NP(O)OP
E_LUMO, Eh: 0.02542
M, g/mol: 112.99
DFT total energy, Eh: -890.95579
Orbital gap, eV: 10.06

=====

- Among the records above, which one has the highest M?
  H50O25